Record 1
The following is a DFT calculation (ωB97M-V with the def2-TZVPD basis set) of a molecular structure, C15H29N3O4 in a non-equilibrium geometry.

Each line ends with the natural charge from an NBO analysis.
Positions of all 51 atoms, in Å:
C  -3.676  -3.342  1.197  -0.580
H  -3.952  -3.636  2.088  0.199
C  -3.719  -1.749  0.878  -0.402
H  -3.316  -1.355  1.696  0.204
C  -3.264  -1.536  -0.580  -0.105
C  -4.201  -1.860  -1.568  -0.672
H  -4.349  -2.980  -1.482  0.238
H  -3.698  -1.434  -2.669  0.213
H  -5.185  -1.294  -1.655  0.268
H  -2.253  -1.842  -0.553  0.213
C  -3.134  0.375  -0.398  -0.264
N  -2.012  0.627  0.260  -0.647
C  -0.843  1.001  -0.372  0.781
O  -0.726  1.319  -1.429  -0.574
N  0.012  1.738  0.480  -0.614
H  -0.120  1.489  1.712  0.327
C  1.340  2.070  0.196  -0.176
H  1.534  3.074  0.793  0.179
C  2.509  1.284  0.204  -0.535
C  3.712  1.765  -0.143  -0.175
N  4.819  0.803  -0.328  -0.451
C  4.621  -0.252  -0.951  -0.216
C  6.098  -0.920  -1.132  -0.135
O  6.491  -1.382  0.260  -0.506
C  6.637  -0.152  0.708  0.051
C  5.370  0.404  1.074  -0.270
H  5.401  1.074  1.724  0.196
H  4.607  -0.158  1.513  0.187
H  6.894  -0.746  2.025  0.070
H  7.413  0.356  0.635  0.170
H  6.058  -1.833  -1.839  0.193
H  6.797  -0.365  -1.765  0.197
H  4.465  0.026  -2.079  0.188
H  3.979  -1.203  -0.751  0.165
H  3.575  1.970  -1.295  0.184
H  4.070  2.800  0.363  0.218
H  2.538  0.892  1.144  0.198
H  2.106  0.318  -0.040  0.233
H  1.151  2.546  -0.890  0.206
H  -2.235  0.915  1.412  0.437
C  -4.194  0.831  0.319  0.792
O  -4.417  1.496  1.489  -0.613
O  -5.414  0.874  -0.638  -0.544
C  -6.537  1.431  -0.170  -0.199
H  -6.388  2.691  -0.093  0.128
H  -6.670  1.055  0.725  0.183
H  -7.155  1.344  -0.932  0.186
H  -2.765  0.366  -1.406  0.303
H  -4.910  -1.481  0.847  0.188
H  -4.411  -3.834  0.411  0.186
H  -2.653  -3.581  1.004  0.192

Cartesian forces (eV/Å) of the 2 atoms listed first:
C -0.7 2.6 -6.9
H -1.5 -1.1 4.8

Calculated values
- max |F| (eV Å⁻¹) = 14.05
- E_HOMO (eV) = -8.47
- lowest unoccupied orbital energy (eV) = -0.073
- E_tot (eV) = -28667.270
- orbital gap (eV) = 8.4

Record 2
The following is a DFT calculation (ωB97M-V with the def2-TZVPD basis set) of a molecular structure, C15H29NO5RuSSi2.

Each line ends with the natural charge from an NBO analysis.
Positions of all 54 atoms, in Å:
Ru  1.154  -0.640  0.793  1.011
C  2.216  -0.799  -2.682  -1.137
Si  1.165  0.659  -2.153  1.725
C  0.256  1.107  -3.750  -1.124
C  2.195  2.127  -1.637  -1.138
C  -0.014  0.159  -0.766  -1.081
C  -0.543  -1.179  -1.069  0.268
C  -1.534  -1.641  -1.930  -0.277
C  -1.756  -3.006  -2.002  -0.159
C  -1.005  -3.875  -1.222  -0.290
C  -0.048  -3.344  -0.375  0.085
N  0.165  -2.035  -0.322  -0.401
Si  -1.252  1.451  -0.182  1.733
C  -2.726  0.675  0.677  -1.135
C  -2.039  2.444  -1.590  -1.125
C  -0.382  2.719  0.887  -1.132
H  2.871  -0.477  -3.498  0.225
H  1.580  -1.602  -3.069  0.221
H  2.833  -1.187  -1.876  0.281
H  1.008  1.277  -4.527  0.227
H  -0.363  2.000  -3.681  0.228
H  -0.376  0.279  -4.089  0.222
H  2.953  2.328  -2.400  0.229
H  2.693  1.948  -0.682  0.279
H  1.575  3.022  -1.538  0.224
H  -2.106  -0.941  -2.525  0.222
H  -2.516  -3.396  -2.668  0.208
H  -1.163  -4.943  -1.262  0.214
H  0.559  -3.961  0.275  0.210
H  -3.306  0.074  -0.030  0.222
H  -3.380  1.466  1.054  0.220
H  -2.412  0.032  1.499  0.273
H  -2.480  1.809  -2.362  0.221
H  -1.340  3.131  -2.072  0.225
H  -2.846  3.044  -1.156  0.226
H  0.392  2.273  1.508  0.268
H  -1.103  3.227  1.535  0.226
H  0.094  3.475  0.258  0.229
O  4.868  0.326  1.469  -0.973
S  3.546  -0.223  1.550  2.537
O  3.279  -1.150  2.647  -1.009
O  3.139  -0.967  0.253  -0.978
O  2.449  0.852  1.575  -0.984
C  -0.099  0.597  3.859  -0.634
C  -0.183  -0.826  3.327  0.072
C  -1.317  -1.595  3.994  -0.609
O  -0.412  -0.874  1.932  -0.737
H  0.026  0.586  4.945  0.195
H  -1.017  1.141  3.619  0.191
H  0.754  1.118  3.424  0.238
H  0.763  -1.330  3.567  0.173
H  -2.271  -1.098  3.795  0.194
H  -1.172  -1.650  5.076  0.193
H  -1.372  -2.609  3.594  0.205

Cartesian forces (eV/Å) of the 2 atoms listed first:
Ru 0.1 -0.3 0.3
C 0.0 0.0 0.0

Calculated values
- max |F| (eV Å⁻¹) = 0.47
- multiplicity = 2
- ΔE to the lowest compared entry with this formula, charge and spin (kcal per mole) = 0.00
- E_HOMO (spin up / spin down) (eV) = -4.93 / -4.92
- charge = -1
- lowest unoccupied orbital energy (spin up / spin down) (eV) = 2.719 / 2.720
- E_tot (eV) = -56930.299
- orbital gap (spin up / spin down) (eV) = 7.6 / 7.6

Record 3
The following is a DFT calculation (ωB97M-V with the def2-TZVPD basis set) of a molecular structure, C15H29O2SiSn in a non-equilibrium geometry.

Each line ends with the natural charge from an NBO analysis.
Positions of all 48 atoms, in Å:
C  6.280  -2.575  1.696  -0.259
O  5.461  -1.396  1.778  -0.497
C  4.105  -1.526  1.737  0.292
C  3.400  -0.313  1.897  -0.249
C  2.005  -0.310  1.885  -0.206
C  1.338  -1.529  1.620  -0.085
C  -0.157  -1.369  1.366  -0.072
O  -0.915  -2.575  1.500  -0.547
C  -2.369  -2.379  1.681  -0.257
C  2.001  -2.751  1.552  -0.210
C  3.399  -2.759  1.657  -0.254
H  7.301  -2.166  1.740  0.211
H  6.055  -3.212  2.578  0.186
H  6.109  -3.133  0.745  0.182
H  3.997  0.603  1.938  0.231
H  1.401  0.596  2.137  0.210
H  -0.628  -0.658  2.129  0.174
H  -2.823  -3.377  1.711  0.212
H  -2.598  -1.861  2.644  0.184
H  -2.906  -1.813  0.880  0.151
H  1.367  -3.675  1.498  0.238
H  3.884  -3.720  1.592  0.219
C  -0.566  -0.239  -3.969  -1.152
Si  -2.085  0.360  -2.949  1.869
C  -3.535  -0.845  -2.930  -1.172
H  -0.076  -0.970  0.365  0.154
C  -2.300  2.153  -2.644  -1.400
Sn  -1.706  2.825  -0.523  1.559
C  -2.113  4.926  -0.516  -1.049
C  -2.878  1.865  0.985  -1.057
C  0.384  2.523  -0.219  -1.059
H  -0.772  -0.022  -5.041  0.288
H  0.354  0.289  -3.651  0.273
H  -0.361  -1.320  -3.851  0.277
H  -4.098  -0.731  -3.877  0.295
H  -3.200  -1.887  -2.810  0.281
H  -4.177  -0.625  -2.065  0.272
H  -1.618  2.770  -3.277  0.300
H  -3.380  2.420  -2.678  0.294
H  -1.863  5.365  0.453  0.251
H  -1.521  5.415  -1.290  0.239
H  -3.171  5.097  -0.720  0.239
H  -2.646  2.300  1.951  0.254
H  -3.930  2.017  0.776  0.239
H  -2.654  0.801  1.000  0.229
H  0.671  2.878  0.765  0.252
H  0.591  1.457  -0.277  0.231
H  0.942  3.074  -0.968  0.241

Cartesian forces (eV/Å) of the 2 atoms listed first:
C -0.4 0.3 0.2
O -0.2 -0.4 -0.3

Calculated values
- max |F| (eV Å⁻¹) = 2.28
- E_HOMO (eV) = -10.16
- charge = +1
- lowest unoccupied orbital energy (eV) = -4.924
- E_tot (eV) = -33820.198
- orbital gap (eV) = 5.2

Record 4
The following is a DFT calculation (ωB97M-V with the def2-TZVPD basis set) of a molecular structure, C15H30AgO15 in a non-equilibrium geometry.

Each line ends with the natural charge from an NBO analysis.
Positions of all 61 atoms, in Å:
Ag  0.287  -0.238  0.193  0.998
C  -0.522  2.760  5.701  -0.270
O  -1.773  3.111  5.087  -0.541
C  -1.869  3.109  3.669  1.019
O  -0.968  2.958  2.908  -0.610
O  -3.176  3.482  3.338  -0.530
C  -4.239  3.785  4.267  -0.252
H  -0.347  3.409  6.558  0.201
H  0.349  2.925  5.068  0.198
H  -0.435  1.770  6.148  0.188
H  -4.525  3.008  4.976  0.194
H  -5.141  4.173  3.793  0.209
H  -3.821  4.592  4.869  0.194
C  2.771  1.709  -4.875  -0.256
O  1.662  2.429  -5.222  -0.471
C  0.538  2.270  -4.573  0.999
O  0.415  1.563  -3.560  -0.689
O  -0.475  2.978  -5.213  -0.486
C  -1.781  2.734  -4.667  -0.273
H  3.339  2.070  -4.017  0.186
H  3.473  1.635  -5.705  0.207
H  2.478  0.691  -4.618  0.188
H  -1.862  2.709  -3.580  0.201
H  -2.366  1.959  -5.162  0.195
H  -2.321  3.658  -4.874  0.200
C  5.041  2.875  2.033  -0.262
O  5.555  1.843  2.921  -0.480
C  4.896  0.680  2.950  1.000
O  3.858  0.357  2.284  -0.706
O  5.359  0.043  4.011  -0.484
C  4.598  -0.880  4.710  -0.250
H  4.123  3.287  2.451  0.188
H  4.723  2.338  1.140  0.198
H  5.718  3.702  1.823  0.216
H  4.677  -1.870  4.260  0.189
H  3.582  -0.501  4.816  0.186
H  4.982  -0.995  5.724  0.205
C  1.944  -4.453  -4.223  -0.255
O  2.099  -5.392  -3.141  -0.493
C  1.850  -4.949  -1.887  1.001
O  1.699  -3.765  -1.610  -0.674
O  1.931  -6.064  -1.034  -0.499
C  1.778  -5.885  0.368  -0.256
H  0.877  -4.285  -4.371  0.189
H  2.267  -5.056  -5.072  0.211
H  2.542  -3.560  -4.041  0.201
H  2.491  -5.136  0.714  0.181
H  2.018  -6.811  0.890  0.215
H  0.822  -5.451  0.661  0.180
C  -3.983  -3.244  -2.189  -0.257
O  -4.948  -2.301  -1.922  -0.460
C  -4.707  -1.155  -1.436  0.996
O  -3.637  -0.639  -1.009  -0.703
O  -5.960  -0.627  -1.380  -0.494
C  -6.174  0.545  -0.643  -0.261
H  -3.603  -3.697  -1.273  0.183
H  -3.120  -2.738  -2.623  0.191
H  -4.480  -4.009  -2.786  0.215
H  -5.709  0.472  0.340  0.191
H  -7.218  0.850  -0.711  0.212
H  -5.582  1.225  -1.255  0.186

Cartesian forces (eV/Å) of the 2 atoms listed first:
Ag 0.0 0.1 -0.2
C 0.9 0.6 0.4

Calculated values
- max |F| (eV Å⁻¹) = 4.25
- ΔE to the lowest compared entry with this formula, charge and spin (kcal per mole) = 0.00
- E_HOMO (eV) = -12.98
- charge = +1
- lowest unoccupied orbital energy (eV) = -5.921
- E_tot (eV) = -50742.353
- orbital gap (eV) = 7.1